14 unconnected molecules or ions with the total composition C42H98N14O14 at a distorted geometry. Source: the OMol25 dataset; level of theory: ωB97M-V with the def2-TZVPD basis set.

Geometry (Å):
C: -2.880 -0.044 -6.030
O: -3.787 0.695 -6.382
N: -2.757 -0.616 -4.833
C: -1.757 -1.611 -4.522
C: -3.736 -0.326 -3.695
H: -2.102 -0.282 -6.773
H: -2.208 -2.594 -4.390
H: -1.257 -1.333 -3.594
H: -0.997 -1.758 -5.290
H: -4.494 -1.092 -3.533
H: -3.186 0.011 -2.816
H: -4.293 0.504 -4.131
C: 5.165 -2.740 0.938
O: 4.493 -3.720 0.827
N: 4.856 -1.693 1.701
C: 5.762 -0.617 2.205
C: 3.540 -1.559 2.355
H: 6.102 -2.502 0.413
H: 5.963 -1.007 3.203
H: 5.290 0.358 2.089
H: 6.626 -0.558 1.543
H: 2.781 -1.937 1.671
H: 3.496 -1.990 3.356
H: 3.206 -0.522 2.384
C: 0.151 5.488 -0.274
O: 0.277 6.656 -0.572
N: -0.808 5.054 0.495
C: -0.832 3.784 1.085
C: -2.050 5.803 0.609
H: 0.890 4.692 -0.452
H: 0.146 3.305 1.128
H: -1.556 3.217 0.499
H: -1.219 3.821 2.104
H: -2.857 5.375 0.016
H: -2.348 5.758 1.656
H: -1.739 6.829 0.413
C: -3.309 -2.630 5.823
O: -2.153 -2.840 5.438
N: -4.119 -1.817 5.045
C: -5.572 -1.530 5.344
C: -3.620 -1.490 3.676
H: -3.708 -2.984 6.785
H: -5.840 -0.485 5.190
H: -5.807 -1.891 6.345
H: -6.224 -2.157 4.736
H: -4.170 -2.108 2.966
H: -3.884 -0.451 3.475
H: -2.549 -1.610 3.510
C: -1.334 2.329 -2.750
O: -2.049 2.289 -1.765
N: -1.792 2.990 -3.875
C: -0.871 3.227 -4.986
C: -3.037 3.740 -3.885
H: -0.366 1.825 -2.894
H: -1.388 2.902 -5.890
H: 0.111 2.763 -4.901
H: -0.658 4.289 -5.114
H: -3.099 4.616 -3.239
H: -3.171 4.168 -4.878
H: -3.898 3.076 -3.804
C: 2.524 -1.015 6.848
O: 2.784 0.165 7.166
N: 1.567 -1.364 5.969
C: 1.377 -2.717 5.528
C: 0.758 -0.341 5.295
H: 2.975 -1.835 7.427
H: 2.058 -3.487 5.889
H: 1.476 -2.688 4.443
H: 0.347 -3.066 5.610
H: 1.097 -0.328 4.259
H: -0.300 -0.565 5.427
H: 0.821 0.672 5.694
C: -5.073 3.004 -0.364
O: -5.412 4.204 -0.306
N: -4.611 2.262 0.629
C: -4.310 0.827 0.464
C: -4.497 2.690 2.022
H: -5.075 2.478 -1.331
H: -3.375 0.529 0.938
H: -4.474 0.486 -0.558
H: -4.973 0.405 1.220
H: -4.723 3.719 2.301
H: -5.288 2.127 2.517
H: -3.472 2.566 2.369
C: 0.615 -4.222 -4.438
O: 0.237 -3.817 -3.320
N: -0.163 -5.115 -5.121
C: 0.090 -5.564 -6.460
C: -1.499 -5.561 -4.597
H: 1.524 -3.868 -4.947
H: 1.022 -5.229 -6.914
H: -0.689 -5.221 -7.141
H: -0.057 -6.632 -6.617
H: -1.481 -6.641 -4.451
H: -1.813 -5.004 -3.714
H: -2.321 -5.362 -5.284
C: 7.730 1.744 -0.919
O: 8.404 2.447 -0.171
N: 6.476 2.169 -1.300
C: 5.636 1.186 -2.014
C: 5.771 3.376 -0.877
H: 7.823 0.783 -1.448
H: 5.625 1.380 -3.086
H: 4.617 1.184 -1.627
H: 5.916 0.139 -1.896
H: 5.263 3.895 -1.690
H: 5.074 3.176 -0.063
H: 6.595 3.982 -0.498
C: 2.749 3.137 -2.889
O: 2.427 1.999 -3.183
N: 3.203 4.093 -3.746
C: 3.948 3.665 -4.930
C: 3.495 5.436 -3.287
H: 2.515 3.551 -1.897
H: 3.964 4.502 -5.629
H: 3.649 2.758 -5.456
H: 4.971 3.378 -4.690
H: 4.538 5.734 -3.181
H: 3.073 6.116 -4.027
H: 2.986 5.741 -2.374
C: -6.277 -4.372 -0.731
O: -7.352 -3.919 -0.274
N: -5.032 -3.807 -0.619
C: -3.848 -4.492 -1.149
C: -4.810 -2.553 0.014
H: -6.252 -5.311 -1.305
H: -3.224 -3.832 -1.751
H: -4.042 -5.387 -1.739
H: -3.202 -4.719 -0.300
H: -5.303 -1.727 -0.497
H: -5.236 -2.540 1.017
H: -3.735 -2.380 0.065
C: -0.358 -0.572 0.983
O: -1.251 -1.337 1.181
N: 0.457 -0.399 -0.075
C: 1.548 0.622 -0.085
C: 0.381 -1.256 -1.247
H: -0.124 0.204 1.728
H: 1.439 1.320 -0.916
H: 2.499 0.117 -0.258
H: 1.583 1.103 0.892
H: 1.292 -1.837 -1.390
H: -0.425 -1.981 -1.136
H: 0.032 -0.608 -2.050
C: 0.178 -5.992 3.790
O: 1.093 -6.747 4.117
N: 0.156 -5.376 2.541
C: 1.120 -5.795 1.537
C: -0.801 -4.323 2.308
H: -0.621 -5.564 4.415
H: 1.672 -5.008 1.023
H: 0.557 -6.299 0.751
H: 1.807 -6.524 1.966
H: -0.285 -3.459 2.726
H: -0.819 -4.062 1.250
H: -1.790 -4.350 2.764
C: 3.282 3.745 1.925
O: 2.802 3.155 0.986
N: 3.035 3.493 3.227
C: 3.697 4.293 4.207
C: 2.032 2.515 3.696
H: 3.987 4.578 1.783
H: 2.923 4.938 4.622
H: 4.397 5.075 3.913
H: 4.009 3.683 5.054
H: 2.523 1.713 4.247
H: 1.366 2.928 4.453
H: 1.432 1.912 3.014

Values from the calculation:
- multiplicity = 2
- energy relative to the best compared isomer or geometry (same formula, charge and spin) (kJ/mol) = 43.5
- total charge = -1